No. 1
DFT (ωB97M-V with the def2-TZVPD basis set) results for a cluster of 3 separate species, C2H12NO2 in total.

Output
LUMO energy: -3.3 eV
HOMO-LUMO gap: 11.6 eV
Electronic energy: -288.3732 Ha
Spin multiplicity: 1
Total charge: +1
Maximum force: 0.045 hartree/bohr

Cartesian coordinates (Å):
C 1.83 0.20 0.02
N 0.43 0.63 0.11
C -0.52 -0.07 -0.76
H 2.50 0.89 0.54
H 2.03 -0.84 0.26
H 2.17 0.31 -0.99
H 0.42 1.64 -0.06
H 0.06 0.58 1.07
H -1.45 0.49 -0.89
H -0.93 -0.96 -0.28
H -0.09 -0.48 -1.66
H 1.22 -4.22 -0.50
H 0.66 -3.43 0.68
O 0.57 -3.54 -0.27
H -3.03 2.83 0.64
H -1.91 3.57 1.28
O -2.07 2.84 0.66

No. 2
DFT (ωB97M-V with the def2-TZVPD basis set) results for a cluster of 3 separate species, C2H12NO2 in total.

Output
LUMO energy: -3.2 eV
HOMO-LUMO gap: 12.2 eV
Electronic energy: -288.3835 Ha
Spin multiplicity: 1
Total charge: +1
Maximum force: 0.034 hartree/bohr

Cartesian coordinates (Å):
C -0.06 -1.14 -1.98
N 0.02 -0.62 -0.56
C 0.88 0.61 -0.51
H -0.57 -2.09 -1.98
H -0.59 -0.35 -2.51
H 0.95 -1.34 -2.31
H 0.52 -1.25 0.06
H -0.88 -0.41 -0.12
H 1.88 0.38 -0.87
H 0.91 0.91 0.54
H 0.31 1.44 -0.92
H -0.49 -1.05 3.05
H 0.86 -1.59 2.58
O 0.05 -1.17 2.25
H -1.61 2.04 1.52
H -0.89 3.22 1.06
O -1.28 2.41 0.69

No. 3
DFT (ωB97M-V with the def2-TZVPD basis set) results for a cluster of 3 separate species, C2H12NO2 in total.

Output
LUMO energy (alpha / beta): -7.4 / -16.4 eV
HOMO-LUMO gap (alpha / beta): 14.2 / 3.1 eV
Electronic energy: -287.7932 Ha
Spin multiplicity: 2
Total charge: +2
Maximum force: 0.036 hartree/bohr

Cartesian coordinates (Å):
C 0.16 -1.66 0.60
N 0.02 -0.49 -0.38
C -1.40 -0.06 -0.44
H 1.22 -1.66 0.84
H -0.48 -1.46 1.43
H -0.28 -2.49 0.03
H 0.35 -0.73 -1.32
H 0.60 0.35 -0.15
H -1.49 0.40 -1.43
H -1.58 0.63 0.42
H -2.08 -0.90 -0.53
H 1.82 2.03 -2.56
H 2.87 1.03 -2.00
O 1.89 1.15 -2.12
H -0.77 0.70 2.96
H -0.39 2.03 2.53
O -0.48 1.13 2.12